No. 1
This record from OMol25 describes a cluster of 2 separate species, C21H25Cl4O5 in total. The level of theory is wB97M-V/def2-TZVPD.

Summary:
Total energy = -3032.19946 Ha
Molecular weight = 499.24 u
Net charge = -1
Energy relative to the best compared isomer or geometry (same formula, charge and spin) = 1.92 kcal/mol

Geometry (Å):
C1 -1.23295 -1.11218 -0.15039
H1 -1.11761 1.20563 3.46356
H2 -1.95353 -1.18895 3.12087
H3 1.74951 0.07121 -0.28132
Cl1 4.42720 -3.34913 -4.25054
C2 -4.38055 -0.57000 -1.94154
C3 0.09877 3.24427 2.14908
H4 -3.00058 -1.47295 1.71317
H5 -2.33101 -0.30494 -2.46006
C4 1.78985 -3.04591 -3.83769
C5 2.04878 -0.12293 -3.45245
Cl2 -0.84919 -3.02281 -3.44376
H6 1.71959 2.14315 0.45348
C6 1.34227 2.47389 2.58636
C7 -1.03013 2.36128 1.62545
H7 3.08540 2.76330 1.37168
H8 1.25611 -2.24368 0.32824
H9 1.06301 1.58944 3.17589
C8 -1.80472 1.65638 2.73506
H10 -3.62344 0.54426 2.94463
H11 0.36422 3.95841 1.36622
O1 -2.52645 -0.83312 -0.45641
H12 -2.38138 2.42358 3.27666
H13 2.18440 -2.06776 1.85648
H14 3.22301 -0.84989 0.01261
H15 3.95159 0.74262 1.34229
H16 -0.26269 3.82026 3.00428
C9 3.09455 -2.33355 -3.95514
H17 -0.64792 1.61120 0.92036
H18 -5.00508 -1.26998 -1.37725
H19 1.94170 3.11614 3.24691
H20 -3.21078 0.89173 1.26239
O2 0.44026 -0.81319 3.08142
H21 -2.77036 -1.98998 -2.17731
O3 1.68241 -4.26065 -3.98075
C10 3.21085 -0.98439 -3.77814
H22 -4.66764 -0.60770 -2.99859
O4 2.15888 1.09332 -3.23962
H23 -4.52839 0.44564 -1.56131
C11 -0.99106 -0.98839 1.26624
H24 -1.73972 2.97519 1.05274
C12 2.24803 2.04877 1.41312
O5 -0.40599 -1.42618 -0.99500
C13 -2.78974 0.59186 2.23234
C14 -2.93745 -0.96717 -1.82761
C15 1.54989 -1.55353 1.12513
Cl3 4.72180 -0.19000 -3.81319
C16 2.34869 -0.40155 0.51254
C17 -2.21363 -0.82540 2.12013
C18 0.30561 -1.10147 1.87401
C19 0.73221 -0.82321 -3.44214
C20 0.62501 -2.17337 -3.57478
H25 2.75064 0.25035 2.54587
C21 2.87118 0.63984 1.52836
Cl4 -0.58343 0.23223 -3.71256

Forces on atoms 1 to 6 (eV/Å):
1.0 -0.1 2.5
-0.1 0.0 -0.2
-0.1 0.1 0.0
0.1 0.0 0.2
0.2 0.1 -0.1
-0.2 -0.2 0.1

***

No. 2
This record from OMol25 describes a structure of composition C16H16I2N2O4STi. The level of theory is wB97M-V/def2-TZVPD.

Summary:
Total energy = -2872.98737 Ha
Molecular weight = 634.06 u
Net charge = 0
Energy relative to the best compared isomer or geometry (same formula, charge and spin) = 12.16 kcal/mol

Geometry (Å):
C1 1.07054 3.58156 0.65745
C2 1.38088 5.87324 -0.03158
H1 -2.33938 0.93248 -1.56971
C3 1.15749 -4.43037 0.41334
C4 -2.66285 -2.91288 0.93223
I1 2.09609 -1.48769 2.77699
Ti1 0.56328 -0.43424 0.74292
O1 0.71281 -2.04242 -0.51359
O2 -0.07115 4.51241 -1.26232
C5 0.46817 2.26002 0.50744
C6 2.26957 6.05766 1.00710
H2 -5.03576 -2.96419 -1.49922
C7 0.77603 4.63179 -0.22197
C8 -1.82039 0.25879 -0.88995
H3 2.38811 -2.95130 -2.72095
N1 -0.33482 1.99781 -0.48749
C9 1.97999 3.79008 1.70051
O3 -0.96534 -1.31890 1.31401
H4 3.28503 5.16484 2.68797
H5 -4.24085 -4.25693 0.46078
H6 1.94119 -5.16611 0.59798
C10 2.57964 5.01725 1.88227
C11 -3.53622 -1.45582 -1.27603
H7 -2.32090 -3.45745 1.80179
C12 1.89970 -3.69228 -2.09155
H8 0.87023 -3.85621 -2.40755
H9 2.20728 2.95926 2.35392
H10 -3.87283 -0.87202 -2.12461
C13 -4.18504 -2.61806 -0.92959
H11 1.13836 6.67175 -0.71977
C14 -3.73462 -3.34138 0.18022
N2 -0.71081 0.65840 -0.38472
H12 0.80751 -4.03405 1.36523
H13 -0.38670 3.58999 -1.29740
C15 -1.99236 -1.73717 0.57993
H14 2.46673 -4.62408 -2.09038
I2 2.85050 0.25125 -0.82918
H15 2.73486 7.02699 1.13824
C16 -2.42664 -1.01018 -0.54413
S1 1.89390 -3.05073 -0.43688
H16 0.34375 -4.85023 -0.17607
O4 0.75502 1.32911 1.40436

Forces on atoms 1 to 6 (eV/Å):
0.0 -0.1 0.2
0.0 0.0 0.0
-0.1 0.0 0.1
0.0 -0.1 0.0
-0.1 0.1 0.0
-0.3 0.2 -0.3

***

Values of HOMO level, in order: -3.4 -8.1, all in eV.
Values of largest force on an atom, in order: 3.0 2.5, all in eV/A.
Values of orbital gap, in order: 3.377 6.816, all in eV.